# 1
Density functional theory data (ωB97M-V/def2-TZVPD) for one molecule with the formula C3H2ClNS.

Last column: Mulliken charge in e.
Element x y z (Å)
Cl -2.091 -0.168 -0.696  -0.13
S 1.656 -1.271 -0.615  -0.14
N 1.116 2.355 -0.492  -0.32
C 0.546 -0.169 -0.153  0.06
C -0.717 -0.519 0.371  -0.27
C 0.892 1.227 -0.335  0.18
H -0.645 -1.548 0.700  0.32
H -0.757 0.093 1.220  0.30

The calculation puts the energy above the lowest of the compared OMol25 structures with the same formula, charge and spin at 27.8 kcal/mol. For the LUMO energy, the calculation gives -1.954 eV. Its gap between HOMO and LUMO is 0.294 hartree. Its HOMO energy is -9.97 eV. Its charge is 0. Its SMILES is N#CC(=S)CCl.


# 2
Density functional theory data (ωB97M-V/def2-TZVPD) for C3H2ClO2S as an isolated structure.

Last column: Mulliken charge in e.
Element x y z (Å)
Cl 1.509 2.975 2.020  -0.09
S -0.069 -0.425 -1.315  -0.36
O -0.196 -3.165 -0.594  -0.46
O -2.250 -2.407 -1.285  -0.48
C 0.593 3.173 0.666  -0.27
C 0.279 0.136 0.200  -0.36
C -1.135 -2.572 -0.950  0.69
H 0.081 -0.289 1.221  0.15
H 1.187 2.575 0.036  0.18

The calculation puts the energy above the lowest of the compared OMol25 structures with the same formula, charge and spin at 130.5 kcal/mol. For the LUMO energy, the calculation gives 3.300 eV. Its gap between HOMO and LUMO is 0.212 hartree. Its HOMO energy is -2.46 eV. Its charge is -1.


# 3
Density functional theory data (ωB97M-V/def2-TZVPD) for an isolated ion of composition C3H2ClO4 and charge -1.

Last column: Mulliken charge in e.
Element x y z (Å)
Cl 1.217 1.263 2.700  -0.26
O -0.147 -2.264 0.341  -0.52
O 0.810 0.289 0.483  0.00
O -0.655 0.902 -1.165  -0.70
O -1.633 -1.674 -1.372  -0.51
C 1.648 1.321 0.984  -0.52
C -0.222 0.037 -0.399  0.60
C -0.622 -1.376 -0.373  0.44
H -1.778 -0.832 -1.855  0.37
H 1.381 2.335 0.656  0.09

For the LUMO energy (alpha / beta), the calculation gives 3.449 / 3.450 eV. Its gap between HOMO and LUMO (alpha / beta) is 0.220 / 0.220 hartree. Its HOMO energy (alpha / beta) is -2.53 / -2.53 eV. Its charge is -1.


# 4
Density functional theory data (ωB97M-V/def2-TZVPD) for C3H2CsFO2 as an isolated structure.

Last column: Mulliken charge in e.
Element x y z (Å)
Cs 4.837 -3.397 -0.879  1.00
F 1.323 1.146 0.438  -0.11
O 1.047 -0.824 -0.460  -0.32
O -1.678 0.437 1.533  -0.31
C 0.594 0.212 -0.099  0.67
C -0.936 0.932 -0.763  -0.29
C -1.195 0.385 0.387  0.54
H -2.648 0.307 1.614  0.47
H -1.342 0.801 -1.772  0.36

For the LUMO energy, the calculation gives -10.050 eV. Its gap between HOMO and LUMO is 0.340 hartree. Its HOMO energy is -19.30 eV. Its charge is +2.


# 5
Density functional theory data (ωB97M-V/def2-TZVPD) for C3H2CsMgO3 as an isolated structure.

Last column: Mulliken charge in e.
Element x y z (Å)
Cs 2.761 4.802 3.587  1.00
Mg -3.007 -2.499 -1.052  0.62
O 1.115 0.125 -0.053  -0.29
O -1.502 -1.718 -1.731  -0.70
O 0.198 1.596 1.336  -0.43
C -0.115 -0.506 -0.242  -0.16
C -0.417 -1.014 -1.457  0.16
C 1.251 1.140 0.837  0.41
H 0.563 -1.492 -1.787  0.20
H -0.847 -0.433 0.564  0.20

The calculation puts the energy above the lowest of the compared OMol25 structures with the same formula, charge and spin at 8.8 kcal/mol. For the LUMO energy (alpha / beta), the calculation gives -3.862 / -4.203 eV. Its gap between HOMO and LUMO (alpha / beta) is 0.236 / 0.179 hartree. Its HOMO energy (alpha / beta) is -10.28 / -9.08 eV. Its charge is +1.


# 6
Density functional theory data (ωB97M-V/def2-TZVPD) for C3H2DyFO2 as an isolated structure.

Last column: Mulliken charge in e.
Element x y z (Å)
Dy -1.937 0.683 -0.459  1.66
F -0.212 0.336 1.254  -0.23
O 2.174 -0.615 -1.131  -0.07
O 0.022 -0.013 -1.274  -0.68
C 1.981 -0.384 1.726  -0.55
C 1.078 -0.392 -0.644  0.77
C 0.987 -0.282 0.858  0.52
H 1.801 -0.420 2.799  0.31
H 2.995 -0.203 1.374  0.28

For the LUMO energy (alpha / beta), the calculation gives -9.881 / -12.916 eV. Its gap between HOMO and LUMO (alpha / beta) is 0.354 / 0.206 hartree. The expectation value of S² is 9.7488. Its HOMO energy (alpha / beta) is -19.53 / -18.51 eV. Its charge is +2. As for the multiplicity: 6.